Entry 1:
Here is the molecule C5H7NO2 in a non-equilibrium geometry from the OMol25 dataset. Energies are from ωB97M-V/def2-TZVPD.

Cartesian coordinates (Å):
C (-0.6442, 1.4404, -0.2603)
C (-0.4970, -0.1221, -0.2930)
C (-0.7320, -1.1020, -1.2295)
C (0.4487, -2.0891, 0.3126)
C (0.2844, -0.7678, 0.6472)
H (1.2734, 1.6784, 0.5771)
H (1.1531, 1.8378, -1.0500)
H (-1.2970, 1.8737, -1.0884)
H (-1.0953, 1.6476, 0.6786)
H (-1.2979, -1.2053, -2.1018)
H (0.8718, -3.0278, 0.7155)
H (0.1296, 0.0025, 2.4005)
N (0.7055, 2.1222, -0.2030)
O (-0.3134, -2.2520, -0.8055)
O (1.0103, -0.0366, 1.6998)

Forces on atoms 1 to 2 (eV/Å):
C 0.95 -0.88 -0.82
C -0.33 2.03 -2.09

Output
molar mass = 113.1 g mol⁻¹
energy relative to the best compared isomer or geometry (same formula, charge and spin) = 248.5 kJ/mol
orbital gap = 9.314 eV
SMILES string = NCc1cocc1O
spin multiplicity = 1
max |F| = 6.21 eV/A
HOMO = -8.79 eV



Entry 2:
Here is a structure of composition C5H7NO2 in a non-equilibrium geometry from the OMol25 dataset. Energies are from ωB97M-V/def2-TZVPD.

Cartesian coordinates (Å):
C (0.5394, 0.2507, 1.3205)
C (-1.1344, 0.3371, 1.3455)
C (0.3551, -0.8408, 0.1711)
C (0.7034, -0.2159, -1.2119)
C (-0.2154, 0.8868, -1.7162)
H (-1.4228, 1.2663, 0.9348)
H (-1.5750, 0.3126, 2.3923)
H (-1.6535, -0.7504, -0.1515)
H (0.8752, -1.8568, 0.2401)
H (1.7229, 0.0091, -1.5658)
H (-1.6176, 0.8395, -1.7069)
H (0.4550, 1.8975, -2.1170)
N (-1.1180, -0.9252, 0.5460)
O (1.3720, 0.7354, 2.1847)
O (-0.1778, -0.4541, -2.3473)

Forces on atoms 1 to 2 (eV/Å):
C 0.59 1.88 5.04
C 3.40 -1.03 2.40

Output
molar mass = 113.1 g mol⁻¹
energy relative to the best compared isomer or geometry (same formula, charge and spin) = 638.3 kJ/mol
orbital gap = 10.208 eV
spin multiplicity = 1
max |F| = 7.72 eV/A
HOMO = -9.79 eV



Entry 3:
Here is a structure of composition C5H7NO2 in a non-equilibrium geometry from the OMol25 dataset. Energies are from ωB97M-V/def2-TZVPD.

Cartesian coordinates (Å):
C (-0.1237, 0.4713, 0.2679)
C (0.3092, 1.4997, -0.5390)
C (0.9959, 2.2631, -1.2036)
C (-1.0150, -0.4888, -0.3321)
C (0.3049, -0.9395, -0.0535)
H (0.5173, 0.1960, 2.1172)
H (-1.2311, 0.1610, 1.9636)
H (1.8727, 2.5750, -2.0178)
H (-1.2855, -0.4214, -1.4139)
H (-1.6124, -2.0553, 0.8168)
H (0.7859, -1.4647, 0.7274)
H (1.7574, -0.4694, -1.3375)
N (-0.3274, 0.7595, 1.7232)
O (-2.0424, -0.9530, 0.5171)
O (1.0943, -1.1335, -1.2358)

Forces on atoms 1 to 2 (eV/Å):
C -0.90 0.87 2.80
C 3.14 3.14 -2.14

Output
molar mass = 113.1 g mol⁻¹
energy relative to the best compared isomer or geometry (same formula, charge and spin) = 594.0 kJ/mol
orbital gap = 9.579 eV
spin multiplicity = 1
max |F| = 5.97 eV/A
HOMO = -9.31 eV



Entry 4:
Here is a cluster of 2 separate species, C5H7NO2 in total in a non-equilibrium geometry from the OMol25 dataset. Energies are from ωB97M-V/def2-TZVPD.

Cartesian coordinates (Å):
C (-1.5430, 0.2227, 0.5184)
C (-1.7197, -0.5912, -0.3533)
C (1.3931, 1.7377, 1.3824)
C (1.4242, 0.5233, 0.8800)
C (-1.8834, -1.7826, -1.1473)
N (1.8175, 0.3670, -0.5968)
O (1.9947, -0.7402, -0.9814)
O (1.7732, 1.3853, -1.2478)
H (-1.6971, 1.0545, 1.1626)
H (1.6369, 2.5650, 0.6425)
H (1.2565, 1.8850, 2.4313)
H (1.1290, -0.5057, 1.2669)
H (-2.4673, -1.5380, -1.9841)
H (-2.2892, -2.5401, -0.5769)
H (-0.8255, -2.0426, -1.3965)

Forces on atoms 1 to 2 (eV/Å):
C -0.85 0.17 -0.68
C -0.03 0.44 1.64

Output
molar mass = 113.1 g mol⁻¹
energy relative to the best compared isomer or geometry (same formula, charge and spin) = 598.9 kJ/mol
orbital gap = 9.879 eV
SMILES string = C=C[N+](=O)[O-].C#CC
spin multiplicity = 1
max |F| = 3.55 eV/A
HOMO = -9.89 eV



Entry 5:
Here is the molecule C5H7NO2 in a non-equilibrium geometry from the OMol25 dataset. Energies are from ωB97M-V/def2-TZVPD.

Cartesian coordinates (Å):
C (0.3885, 0.6200, -0.8937)
C (0.5825, 1.2964, 0.5323)
C (-0.2954, 0.1624, 0.9963)
C (-0.9785, 0.0272, -0.2417)
C (-1.4097, -1.3255, -0.8337)
H (1.3778, -0.9944, -0.3482)
H (0.3080, 1.1444, -1.8840)
H (1.5941, 0.7462, 0.8075)
H (0.3487, 2.3025, 0.9274)
H (-0.8955, 0.1299, 1.9326)
H (-0.0015, -1.3903, 1.0727)
H (-1.7689, 0.7597, -0.6173)
N (-1.4837, -2.3358, -1.5261)
O (1.5445, -0.2465, -1.0895)
O (0.6892, -0.8960, 1.1655)

Forces on atoms 1 to 2 (eV/Å):
C 1.24 0.52 -1.36
C 1.98 -1.42 0.51

Output
molar mass = 113.1 g mol⁻¹
energy relative to the best compared isomer or geometry (same formula, charge and spin) = 482.8 kJ/mol
orbital gap = 10.803 eV
SMILES string = N#C[C@@H]1[C@H](O)C[C@@H]1O
spin multiplicity = 1
max |F| = 9.47 eV/A
HOMO = -10.34 eV



Entry 6:
Here is a structure of composition C5H7NO2 in a non-equilibrium geometry from the OMol25 dataset. Energies are from ωB97M-V/def2-TZVPD.

Cartesian coordinates (Å):
C (-0.4210, -1.3939, 1.1533)
C (-0.2833, -0.1179, 0.3183)
C (0.6709, -0.3198, -0.8986)
C (-1.4350, 0.6298, -0.5372)
C (0.7291, 0.9179, 0.6854)
H (0.5783, -1.9032, 1.5585)
H (-1.0752, -1.9970, 0.4643)
H (-1.0465, -1.3078, 2.0739)
H (0.7802, 0.6970, -1.4857)
H (-0.1657, -0.8175, -1.7350)
H (2.7940, -0.6792, -0.5535)
H (-0.7636, 1.6264, -0.9925)
N (1.5081, 1.8487, 0.6290)
O (1.7426, -1.1007, -0.7147)
O (-2.6453, 0.2436, -0.2929)

Forces on atoms 1 to 2 (eV/Å):
C -0.57 -0.76 0.55
C 2.76 1.92 -0.85

Output
molar mass = 113.1 g mol⁻¹
energy relative to the best compared isomer or geometry (same formula, charge and spin) = 551.6 kJ/mol
orbital gap = 9.805 eV
spin multiplicity = 1
max |F| = 7.18 eV/A
HOMO = -10.17 eV



Entry 7:
Here is the molecule C5H7NO2 in a non-equilibrium geometry from the OMol25 dataset. Energies are from ωB97M-V/def2-TZVPD.

Cartesian coordinates (Å):
C (-0.9552, 1.3569, -0.8542)
C (0.1734, -2.1119, -0.0357)
N (-0.1686, 1.6556, 0.3699)
C (-1.2835, -0.0240, -0.3833)
O (0.0746, -0.7681, -0.4992)
C (1.0817, 0.8981, 0.5137)
C (2.2006, 0.6816, 0.9625)
O (-2.2455, -0.4840, 0.1796)
H (-0.6345, 1.9649, 1.2133)
H (-0.3288, 1.3599, -1.7494)
H (-1.8447, 1.9863, -0.9280)
H (-0.7461, -2.5361, 0.3751)
H (0.5157, -2.7442, -0.8574)
H (0.9161, -2.1599, 0.7648)
H (3.2449, 0.9250, 0.9284)

Forces on atoms 1 to 2 (eV/Å):
C 0.08 -0.85 1.46
C 0.08 -0.14 0.27

Output
molar mass = 113.1 g mol⁻¹
energy relative to the best compared isomer or geometry (same formula, charge and spin) = 424.9 kJ/mol
orbital gap = 9.575 eV
SMILES string = C#CNCC(=O)OC
spin multiplicity = 1
max |F| = 3.97 eV/A
HOMO = -8.76 eV



Entry 8:
Here is a structure of composition C5H7NO2 in a non-equilibrium geometry from the OMol25 dataset. Energies are from ωB97M-V/def2-TZVPD.

Cartesian coordinates (Å):
C (-1.6333, 0.3395, -0.1901)
C (-0.7642, -0.2479, 1.1046)
C (0.3896, -0.3514, 0.1153)
C (-0.4171, -0.3965, -1.0223)
C (2.3106, 0.7118, -0.0753)
H (-2.8232, 0.1965, -0.0804)
H (-1.7361, 1.4564, -0.4226)
H (-1.5494, -1.3649, 1.2087)
H (-0.7237, 0.3332, 1.9741)
H (-0.7978, -1.6591, -1.0712)
H (-0.1547, -0.0022, -2.0320)
H (2.9623, 1.7440, 0.2851)
N (2.5300, -0.5154, 0.0321)
O (0.9688, 0.9499, 0.0703)
O (1.4382, -1.1938, 0.1038)

Forces on atoms 1 to 2 (eV/Å):
C -0.76 0.92 0.77
C -4.68 -3.16 -2.45

Output
molar mass = 113.1 g mol⁻¹
energy relative to the best compared isomer or geometry (same formula, charge and spin) = 668.3 kJ/mol
orbital gap = 9.874 eV
spin multiplicity = 1
max |F| = 8.99 eV/A
HOMO = -8.98 eV



Entry 9:
Here is the molecule C5H7NO2 in a non-equilibrium geometry from the OMol25 dataset. Energies are from ωB97M-V/def2-TZVPD.

Cartesian coordinates (Å):
C (1.6001, 0.8138, 0.0997)
C (-1.4614, 0.2076, 0.6778)
C (-0.9057, 0.5663, -0.6944)
C (-0.4543, -0.9214, 0.6892)
C (0.3822, -0.0808, -0.2425)
N (1.4493, -0.7198, -1.2673)
O (1.7548, 1.6929, 0.8966)
O (2.4221, 0.2294, -0.7210)
H (-1.2703, 1.0086, 1.4431)
H (-2.5023, 0.0820, 0.5512)
H (-1.4218, 0.1120, -1.4862)
H (-0.6688, 1.6189, -0.7844)
H (-0.0102, -1.2748, 1.5681)
H (-0.8277, -1.7913, 0.1985)
H (1.9140, -1.5435, -0.9283)

Forces on atoms 1 to 2 (eV/Å):
C -4.59 -4.12 -3.12
C -0.06 1.40 0.36

Output
molar mass = 113.1 g mol⁻¹
energy relative to the best compared isomer or geometry (same formula, charge and spin) = 487.9 kJ/mol
orbital gap (spin up / spin down) = 5.825 / 6.647 eV
spin multiplicity = 3
max |F| = 7.44 eV/A
HOMO (spin up / spin down) = -4.87 / -9.90 eV



Entry 10:
Here is a cluster of 2 separate species, C5H7NO2S in total in a non-equilibrium geometry from the OMol25 dataset. Energies are from ωB97M-V/def2-TZVPD.

Cartesian coordinates (Å):
C (-1.3735, -0.9402, 0.3349)
C (-0.9856, 0.0598, -2.1284)
C (-2.1682, 0.7786, -1.4691)
C (-1.2306, -0.0860, -0.6837)
C (1.4405, 0.6781, 2.9503)
N (-1.6897, -1.6942, 1.1349)
O (1.1209, 2.1991, 0.8388)
O (2.2247, 0.0796, 0.4128)
S (1.1670, 0.7635, 1.0660)
H (-1.2417, -0.6984, -2.8691)
H (-0.2051, 0.6839, -2.3620)
H (-2.3348, 1.8777, -1.5043)
H (-3.1640, 0.3633, -1.4968)
H (1.9584, -0.2118, 3.1292)
H (2.0642, 1.4774, 3.3535)
H (0.4405, 0.8396, 3.1926)

Forces on atoms 1 to 2 (eV/Å):
C -0.41 -0.33 -0.53
C -2.52 -1.17 0.52

Output
molar mass = 145.2 g mol⁻¹
energy relative to the best compared isomer or geometry (same formula, charge and spin) = 520.7 kJ/mol
orbital gap (spin up / spin down) = 6.980 / 8.159 eV
spin multiplicity = 1
max |F| = 3.08 eV/A
HOMO (spin up / spin down) = -9.17 / -9.57 eV



Entry 11:
Here is a cluster of 2 separate species, C5H7NO2S2 in total in a non-equilibrium geometry from the OMol25 dataset. Energies are from ωB97M-V/def2-TZVPD.

Cartesian coordinates (Å):
C (0.4821, -0.7386, -0.1853)
C (1.7040, 1.5446, -0.4736)
C (-0.6493, -2.4091, -3.1882)
C (-1.2089, 0.9640, 1.8853)
C (0.5624, 0.5396, 0.2800)
N (0.0147, 1.2892, 1.2413)
O (-0.9066, -1.5034, -2.5641)
O (-0.2096, -3.2630, -3.8218)
S (-0.6628, -1.9058, 0.4917)
S (3.2618, 1.5530, -0.7663)
H (0.8455, -0.9571, -1.1796)
H (1.1688, 2.5246, -0.7955)
H (-0.9903, 0.0315, 2.3994)
H (-1.5320, 1.7918, 2.5228)
H (-2.0300, 0.6602, 1.2218)
H (0.3825, 2.1658, 1.2173)
H (-0.2322, -2.2874, 1.7148)

Forces on atoms 1 to 2 (eV/Å):
C -0.61 1.28 1.22
C -3.43 0.74 0.20

Output
molar mass = 177.3 g mol⁻¹
energy relative to the best compared isomer or geometry (same formula, charge and spin) = 160.8 kJ/mol
orbital gap = 7.606 eV
SMILES string = CN/C(C=S)=C\S.O=C=O
spin multiplicity = 1
max |F| = 4.85 eV/A
HOMO = -8.10 eV



Entry 12:
Here is the molecule C5H7NO3 in a non-equilibrium geometry from the OMol25 dataset. Energies are from ωB97M-V/def2-TZVPD.

Cartesian coordinates (Å):
C (-0.0036, -0.4936, -0.0502)
C (-1.2623, -1.3160, -0.0252)
C (0.8827, -0.6522, 1.1635)
N (0.8340, 1.8931, -0.7414)
C (0.0924, 0.3977, -1.4683)
C (0.1408, 1.9028, 0.3014)
O (0.8191, -0.7018, -1.2767)
O (-0.6779, 0.7055, -2.3400)
O (-0.4153, 2.2026, 1.2765)
H (1.0238, 2.7679, -1.2305)
H (1.8023, -0.0724, 1.0818)
H (-1.0307, -2.3841, 0.0432)
H (-1.8728, -1.1481, -0.9129)
H (-1.8562, -1.0373, 0.8485)
H (1.1700, -1.7054, 1.2586)
H (0.3537, -0.3588, 2.0717)

Forces on atoms 1 to 2 (eV/Å):
C -0.17 0.38 -0.58
C 0.07 -0.13 -0.07

Output
molar mass = 129.1 g mol⁻¹
energy relative to the best compared isomer or geometry (same formula, charge and spin) = 421.6 kJ/mol
orbital gap = 9.028 eV
spin multiplicity = 1
max |F| = 2.06 eV/A
HOMO = -8.78 eV